Computed, not measured: C8H19ClO4OsSe2 as an isolated structure, with wB97M-V/def2-TZVPD.

Net charge: +2
Spin multiplicity: 5
LUMO energy (alpha / beta) in hartree: -0.308 / -0.381

Last column: natural (NBO) charge in e.
Atoms and positions in Å:
C  2.262775  -0.806199  1.704500  -0.582
H  0.687461  2.867699  -2.537680  0.250
H  -0.331308  -2.406772  2.514049  0.251
H  -0.146784  3.887237  -1.368803  0.249
H  1.914132  -2.613625  -0.725429  0.254
O  -0.542275  -2.517571  0.054875  -0.854
O  -2.342796  -3.461624  -1.210313  -0.641
C  -0.929923  1.893335  -1.479463  -0.253
H  1.900683  -1.832887  1.755179  0.248
H  -1.148250  2.521581  0.631586  0.264
Se  1.972441  -0.161921  -0.120595  0.465
C  -1.497447  1.767708  -0.076192  -0.550
Cl  -1.355367  -2.483545  -1.179368  2.505
H  1.927218  1.133691  2.633780  0.265
H  -1.609763  2.249804  -3.506330  0.248
H  1.859818  -0.235429  3.744729  0.282
H  -2.585952  1.665117  -0.018934  0.269
C  1.617959  0.092699  2.733399  -0.550
H  3.342557  -0.813150  1.857172  0.283
O  -2.044844  -1.085046  -0.969658  -0.834
O  -0.545810  -2.354563  -2.321959  -0.718
H  -2.503953  3.132117  -2.259411  0.242
H  3.547836  -1.884804  -0.962396  0.268
H  -2.798253  1.400120  -2.510356  0.234
Se  -0.359491  0.153906  2.685528  0.545
H  2.250851  -1.579551  -2.149949  0.271
Os  -0.696416  -0.077551  0.207351  1.334
C  0.230607  2.880304  -1.549554  -0.615
H  -0.365321  -1.816803  4.215265  0.273
C  -0.762013  -1.694051  3.209587  -0.758
C  -2.036471  2.179089  -2.507980  -0.594
H  -0.545167  0.870247  -1.808388  0.216
H  1.003676  2.671142  -0.808440  0.205
C  2.476179  -1.766782  -1.103683  -0.744
H  -1.846599  -1.773918  3.227870  0.274

Cartesian forces (eV/Å) of the 3 atoms listed first:
C 0.02 -0.21 0.03
H 0.01 -0.01 0.01
H 0.00 0.02 0.01

Computed, not measured: C8H19ClO4OsSe2 as an isolated structure, with wB97M-V/def2-TZVPD.

Net charge: +2
Spin multiplicity: 5
LUMO energy (alpha / beta) in hartree: -0.304 / -0.378

Last column: natural (NBO) charge in e.
Atoms and positions in Å:
O  -1.879580  0.569201  -1.165336  -0.869
H  -2.107611  -2.375962  1.236836  0.266
C  -1.607223  1.458673  2.047373  -0.577
H  1.914704  -3.571110  -1.420080  0.246
O  -2.103415  0.409313  -3.540590  -0.656
H  3.309672  -2.560673  -1.805407  0.248
C  -0.792116  3.640037  -0.733661  -0.757
H  2.547438  0.036034  -1.709030  0.268
O  -0.294935  -0.628214  -2.340231  -0.834
H  2.318137  -1.469394  1.731111  0.211
C  1.946435  -1.657093  -0.413712  -0.224
H  3.638316  -2.179685  0.804107  0.253
H  1.733886  -2.194412  -2.517642  0.233
H  -2.971101  -0.901540  0.695262  0.252
C  2.235094  -2.549947  -1.618970  -0.609
C  2.552855  -2.137492  0.901889  -0.611
H  0.253085  2.330410  2.785944  0.267
Se  -0.825654  -0.341081  1.915373  0.467
H  -0.830063  4.635500  -0.296827  0.273
H  -3.023925  -1.408713  2.419663  0.270
H  -2.331836  1.573908  1.242427  0.250
Se  0.500359  2.650457  0.337610  0.550
H  2.821061  0.321640  0.052316  0.264
H  -0.916463  3.504498  2.177019  0.281
H  -1.759912  3.147865  -0.717541  0.253
C  2.211193  -0.191367  -0.694998  -0.570
Os  0.237104  0.292375  -0.506026  1.334
Cl  -1.808254  -0.312930  -2.387534  2.511
H  -0.392411  3.687846  -1.743716  0.271
C  -0.509509  2.503565  2.027041  -0.553
H  -2.127161  1.501723  3.004669  0.282
O  -2.515056  -1.500312  -2.184032  -0.682
H  2.198187  -3.137138  1.147328  0.246
C  -2.430452  -1.374139  1.509489  -0.752
H  0.809148  -1.771844  -0.240126  0.199

Cartesian forces (eV/Å) of the 3 atoms listed first:
O -0.07 0.05 0.13
H 0.02 0.01 0.01
C 0.08 -0.08 0.00

Computed, not measured: C8H19INO5S2Si as an isolated structure, with wB97M-V/def2-TZVPD.

Net charge: -1
LUMO energy in hartree: 0.092

Last column: natural (NBO) charge in e.
Atoms and positions in Å:
O  -1.036089  -0.236052  0.650612  -0.864
H  -2.826678  2.661402  1.342418  0.231
C  -0.889352  2.173621  -0.855088  -1.127
H  0.111105  2.044167  -0.470584  0.249
H  -2.673927  -1.468159  1.127998  0.153
H  -3.826417  0.778248  -1.752616  0.226
S  0.335124  -3.248396  -0.027300  2.338
C  3.588224  2.356208  0.100616  -0.614
H  -1.962611  -3.370428  -0.084662  0.232
C  -1.600882  -1.509252  0.925850  -0.083
H  -0.887234  2.109245  -1.934752  0.233
O  1.617560  -0.988796  1.725367  -0.982
O  0.504455  -3.681158  1.325384  -0.982
H  4.658258  2.283075  0.269882  0.193
H  3.190650  3.241511  0.580780  0.203
H  -1.245670  3.154622  -0.559258  0.220
H  4.187139  -0.311248  -0.268242  0.231
H  -1.132929  -1.883531  1.831345  0.226
S  2.316298  -1.549192  0.605879  2.303
C  -1.298773  -2.520960  -0.165252  -0.696
C  -3.237448  1.714951  1.013453  -1.140
H  -3.399756  -0.876215  -1.389350  0.235
O  0.298970  -4.334113  -0.961751  -0.997
H  -1.383050  -2.014705  -1.115485  0.231
I  2.355998  0.179770  -2.223229  0.086
C  2.877352  1.113607  0.626217  -0.441
N  1.374028  -2.149095  -0.545796  -1.258
O  3.395664  -2.414688  0.967723  -0.981
H  -3.537730  1.146594  1.885839  0.236
H  3.446536  2.460402  -0.965573  0.212
H  -4.126334  1.960759  0.443988  0.224
H  1.815213  1.305288  0.645584  0.220
H  3.233901  0.911885  1.626033  0.231
C  -2.993431  0.109910  -1.569028  -1.141
C  3.127989  -0.111534  -0.231150  -0.538
Si  -2.014699  0.844241  -0.130103  1.894
H  -2.361456  0.118017  -2.445747  0.238

Cartesian forces (eV/Å) of the 3 atoms listed first:
O -0.79 0.16 -0.36
H 0.22 0.17 0.24
C -0.61 -0.35 0.43

Computed, not measured: a 3-piece molecular cluster, C8H19N2O4 overall, with wB97M-V/def2-TZVPD.

Net charge: +1
LUMO energy in hartree: -0.105

Last column: natural (NBO) charge in e.
Atoms and positions in Å:
C  3.303135  -1.878103  -0.321369  -0.415
N  0.204133  2.646217  -0.544906  -0.620
C  -0.565058  3.745730  -1.416343  0.739
O  1.016007  -1.609849  1.095997  -0.696
O  -1.537728  -1.243017  1.715487  -0.679
O  -1.217225  0.378960  0.196706  -0.738
C  1.415408  2.084490  -1.165747  -0.434
H  -0.536683  -1.338773  1.755301  0.535
C  -2.084283  3.743932  -1.178932  -0.736
H  -3.793727  0.412553  0.171752  0.224
C  1.369696  -2.755620  0.776057  0.688
H  2.635302  -3.978581  -0.246106  0.420
H  -3.749600  -0.248169  1.843510  0.256
H  -2.540271  4.101000  -2.115522  0.279
C  0.574404  -3.889788  1.305736  -0.719
H  0.659018  -3.857239  2.387323  0.251
H  4.088026  -2.170724  -0.982127  0.220
H  2.239346  2.799794  -1.136415  0.246
H  0.958428  -4.878675  1.126558  0.225
H  -3.586654  -1.375348  0.354075  0.256
H  -2.378486  2.713197  -0.920233  0.250
H  1.109082  1.653971  -2.147533  0.240
H  -2.248080  4.445507  -0.301549  0.272
O  0.087446  4.420842  -2.092451  -0.432
C  -3.429496  -0.350113  0.777851  -0.712
H  -0.464119  1.911662  -0.312655  0.481
H  0.329900  3.077923  0.379564  0.432
H  -0.467061  -3.860297  1.001310  0.250
H  3.718447  -1.456441  0.593899  0.213
C  -1.957911  -0.366588  0.851672  0.841
H  2.814416  -1.080547  -0.869627  0.198
N  2.403505  -2.993174  -0.034522  -0.583
H  1.630682  1.195268  -0.546761  0.248

Cartesian forces (eV/Å) of the 3 atoms listed first:
C -0.13 0.03 -0.13
N -1.33 1.43 0.11
C -1.35 -1.22 1.33

Computed, not measured: an isolated ion of composition C8H19N5S and charge +2, with wB97M-V/def2-TZVPD.

Net charge: +2
LUMO energy in hartree: -0.313

Last column: natural (NBO) charge in e.
Atoms and positions in Å:
N  2.357081  1.735203  0.924529  -0.592
H  -3.301475  -4.496429  -2.876134  0.256
N  -1.637557  -1.860574  -1.774172  -0.488
C  1.413273  0.738966  0.950217  0.556
C  3.242805  3.382477  2.496589  -0.613
H  0.277533  -2.762456  -0.902558  0.432
C  1.466473  -1.633388  0.198862  0.448
H  1.200380  3.448934  1.468488  0.214
S  -0.340580  0.614240  -1.307185  0.429
H  2.997187  -0.657213  1.022577  0.464
H  -0.934005  1.843791  -3.276395  0.272
C  -1.388843  1.077100  -2.741450  -0.755
H  3.138666  4.367025  2.811742  0.244
N  0.413185  -1.831588  -0.676660  -0.564
C  -0.611013  -1.142259  -1.243784  0.388
N  0.200655  0.791043  1.294363  -0.726
H  2.050608  -2.523328  0.407348  0.257
C  -2.709333  -3.644985  -3.054293  -0.597
H  3.287787  1.420358  0.957754  0.386
H  -2.331551  -1.356123  -2.221548  0.432
H  -2.539759  -3.599590  -0.908741  0.256
H  -2.471332  1.354191  -2.440910  0.269
C  -1.908423  -3.300431  -1.766312  -0.222
N  2.000062  -0.599466  0.704198  -0.482
C  2.271348  3.150605  1.306936  -0.212
H  2.719314  3.618814  0.480662  0.222
H  4.309328  3.265295  2.030764  0.209
H  -1.437732  0.185778  -3.461527  0.239
H  -2.110823  -3.765642  -3.885918  0.236
H  -0.846254  -3.763675  -1.754884  0.185
H  -3.414900  -2.848163  -3.180306  0.211
H  -0.320390  1.745685  1.407091  0.419
H  3.208348  2.687481  3.332827  0.227

Cartesian forces (eV/Å) of the 3 atoms listed first:
N -1.30 -1.73 -0.54
H -0.50 -1.26 0.14
N 3.25 1.16 2.13

Computed, not measured: a 2-piece molecular cluster, C8H19NO2P overall, with wB97M-V/def2-TZVPD.

Net charge: +1
LUMO energy (alpha / beta) in hartree: -0.123 / -0.264

Last column: natural (NBO) charge in e.
Atoms and positions in Å:
H  2.129477  -0.386802  -2.078464  0.216
H  1.510182  0.511620  2.833340  0.237
O  0.670361  -1.284252  0.909744  -0.731
H  -4.391932  -0.059230  -1.428487  0.234
H  1.339630  1.907740  1.820129  0.233
C  2.889517  -0.311825  0.736621  -0.620
H  -4.304175  1.604501  -0.912692  0.225
H  3.310457  -0.777419  -0.195253  0.224
C  0.961907  0.969246  1.910294  -0.645
C  1.828231  0.533751  -1.845635  -0.630
H  0.600300  2.701129  -0.214022  0.240
C  -3.752803  0.699961  -0.790641  -0.492
H  -4.617843  0.674749  1.043002  0.322
H  -0.040107  0.694529  2.295682  0.239
H  -0.897416  1.605777  -0.079559  0.222
H  3.464725  0.604226  0.881109  0.235
C  0.000411  1.834828  -0.671989  -0.640
H  2.596214  1.323298  -1.714491  0.246
H  -0.314303  2.134242  -1.697938  0.243
H  2.974095  -1.018907  1.551672  0.237
H  -1.065868  -3.902786  -0.108088  0.287
P  -0.706319  -1.443865  0.005980  1.815
H  1.332111  0.923773  -2.758894  0.236
O  -0.224026  -0.424968  -1.096838  -0.779
N  -3.804620  0.401499  0.555692  -0.456
H  -2.636974  0.654561  -1.085909  0.185
C  -0.509070  -3.169691  -0.706279  -0.943
C  0.810219  0.532227  -0.678685  0.263
H  -1.156264  -3.174529  -1.629578  0.279
C  1.302737  -0.017090  0.693227  0.230
H  0.492817  -3.369016  -1.086828  0.289

Cartesian forces (eV/Å) of the 3 atoms listed first:
H 1.85 -3.56 -0.64
H -0.32 0.73 -1.64
O -2.02 -0.43 -0.21

Number 1: largest force on an atom 0.42 eV Å⁻¹. Number 2: largest force on an atom 0.44 eV Å⁻¹. Number 3: largest force on an atom 1.27 eV Å⁻¹. Number 4: largest force on an atom 2.61 eV Å⁻¹. Number 5: largest force on an atom 4.06 eV Å⁻¹. Number 6: largest force on an atom 6.72 eV Å⁻¹.